Molecular formula: C4H11PSi
Method: DFT, ωB97M-V/def2-TZVPD

Each line ends with the Löwdin charge.
Positions of all 17 atoms, in Å:
1 H -0.38237 -2.42421 -1.83234  0.0590
2 H 2.23749 0.05823 0.86433  0.0352
3 Si 0.08260 -0.24546 -0.38656  0.3004
4 H 1.20136 3.55191 -1.33519  -0.0116
5 H 0.13645 2.62847 -0.17687  -0.0302
6 P 1.39337 1.14282 -1.64285  0.6880
7 C -0.19594 -2.07058 -0.75987  -0.2255
8 H -1.91776 0.94166 -1.13375  0.0211
9 C 0.83518 2.56898 -1.00345  -0.4714
10 C -1.59901 0.53485 -0.15876  -0.2638
11 H 0.82632 0.71739 1.92187  0.0508
12 H -0.77996 -2.64883 0.02327  0.0611
13 H 1.13189 -1.06133 1.66580  -0.0227
14 H -2.28157 -0.33509 0.27519  0.0708
15 C 1.14645 -0.11457 1.21430  -0.2447
16 H 0.69361 -2.52023 -0.55849  -0.0418
17 H -1.63288 1.43688 0.50492  0.0252

- HOMO-LUMO gap (eV) = 8.883
- SMILES string = C=P[Si](C)(C)C
- DFT total energy (eV) = -21491.5051
- ΔE to the lowest compared entry with this formula, charge and spin (kcal per mole) = 0.00
- 2S+1 = 1